Entry from the OMol25 dataset: a structure of composition CHO3Rb in a non-equilibrium geometry (ωB97M-V/def2-TZVPD).

```
6
Properties=species:S:1:pos:R:3:lowdin_charge:R:1
Rb -1.32224 1.68692 10.39339 1.29
O 2.34996 0.62040 10.32441 0.11
C 1.27986 0.47262 9.51746 -0.83
O 1.00892 -0.53020 8.81431 -0.01
O 0.29382 1.18105 9.67705 -0.66
H 2.03775 1.36939 10.83738 0.10
```

* energy above the lowest of the compared OMol25 structures with the same formula, charge and spin: 422.50 kJ/mol
* multiplicity: 1
* lowest unoccupied orbital energy: -0.58 eV
* total charge: 0
* largest force on an atom: 15.265 eV/A
* DFT total energy: -288.39626 Ha

Entry from the OMol25 dataset: the ion CHO5S with charge -1 in a non-equilibrium geometry (ωB97M-V/def2-TZVPD).

```
8
Properties=species:S:1:pos:R:3:nbo_charge:R:1
C 0.08756 -1.31464 -0.27870 0.68
O -3.47275 -1.34943 -0.16297 -0.93
O -0.82709 -0.57940 0.29952 -0.78
O -2.61212 0.75379 -1.14660 -0.92
O -2.87856 0.51473 1.29871 -0.91
O 1.27636 -1.57702 -0.00222 -0.68
S -2.80732 -0.07326 0.00946 2.53
H -0.33516 -1.79748 -1.32921 0.01
```

* energy above the lowest of the compared OMol25 structures with the same formula, charge and spin: 106.10 kJ/mol
* SMILES string: O=COS(=O)(=O)[O-]
* multiplicity: 1
* lowest unoccupied orbital energy: 3.73 eV
* total charge: -1
* largest force on an atom: 2.959 eV/A
* DFT total energy: -813.16632 Ha

Entry from the OMol25 dataset: a structure of composition CI2S in a non-equilibrium geometry (ωB97M-V/def2-TZVPD).

```
4
Properties=species:S:1:pos:R:3:nbo_charge:R:1
C 0.00512 -0.14502 -0.03694 -0.68
S -0.01233 -1.78192 0.01596 0.15
I 1.77199 0.96709 0.01051 0.26
I -1.76478 0.95985 0.01047 0.26
```

* energy above the lowest of the compared OMol25 structures with the same formula, charge and spin: 0.00 kJ/mol
* multiplicity: 1
* lowest unoccupied orbital energy: -1.14 eV
* total charge: 0
* largest force on an atom: 1.986 eV/A
* DFT total energy: -1031.64194 Ha

Entry from the OMol25 dataset: a structure of composition CIN in a non-equilibrium geometry (ωB97M-V/def2-TZVPD).

```
3
Properties=species:S:1:pos:R:3:nbo_charge:R:1
C 0.56719 -0.10928 0.00000 0.19
N 1.67653 0.11118 0.00000 -0.44
I -2.24372 -0.00189 0.00000 0.25
```

* energy above the lowest of the compared OMol25 structures with the same formula, charge and spin: 256.85 kJ/mol
* multiplicity: 1
* lowest unoccupied orbital energy (alpha / beta): -4.21 / -4.20 eV
* total charge: 0
* largest force on an atom: 6.424 eV/A
* DFT total energy: -390.42693 Ha

Entry from the OMol25 dataset: a structure of composition CINOS in a non-equilibrium geometry (ωB97M-V/def2-TZVPD).

```
5
Properties=species:S:1:pos:R:3:nbo_charge:R:1
C 0.20966 1.15613 0.05971 0.52
N -0.75368 1.78458 0.20554 -0.48
O 1.21747 0.46844 -0.16270 -0.58
S 0.63264 -1.50807 0.55748 0.24
I -1.30608 -1.90108 -0.66002 0.30
```

* energy above the lowest of the compared OMol25 structures with the same formula, charge and spin: 1.34 kJ/mol
* multiplicity: 3
* lowest unoccupied orbital energy (alpha / beta): -1.76 / -3.87 eV
* total charge: 0
* largest force on an atom: 1.404 eV/A
* DFT total energy: -863.86102 Ha

Entry from the OMol25 dataset: a structure of composition CLiO2Rb in a non-equilibrium geometry (ωB97M-V/def2-TZVPD).

```
5
Properties=species:S:1:pos:R:3:nbo_charge:R:1
O 1.75933 -1.52016 -0.08338 -0.83
C 0.99066 -0.56424 0.26234 0.29
O 0.58971 0.21271 -0.73757 -0.99
Rb -1.79400 0.85161 0.79309 0.86
Li 2.17795 -0.80831 -2.71387 0.68
```

* energy above the lowest of the compared OMol25 structures with the same formula, charge and spin: 0.00 kJ/mol
* multiplicity: 1
* lowest unoccupied orbital energy (alpha / beta): -0.61 / -0.61 eV
* total charge: 0
* largest force on an atom: 3.088 eV/A
* DFT total energy: -220.12880 Ha